[1]
The following is a quantum chemistry calculation of C2H3InO2 as an isolated structure, from the Open Molecules 2025 dataset.

Properties
orbital gap (spin up / spin down) = 8.902 / 6.450 eV
charge = +1
⟨S²⟩ = 0.757
multiplicity = 2
LUMO (spin up / spin down) = -4.924 / -7.413 eV
relative energy (zero: lowest compared OMol25 entry of this formula, charge and spin) = 3.15 kJ/mol
highest occupied orbital energy (spin up / spin down) = -13.8259 / -13.8629 eV

Geometry (Å):
C: 0.118 -1.190 -0.216
C: 0.269 -1.187 -1.492
O: 0.304 -1.013 -2.672
H: 0.571 -1.853 0.516
In: -1.447 0.174 0.201
O: -0.179 1.498 1.007
H: 0.795 1.430 0.970
H: -0.430 2.141 1.686

[2]
The following is a quantum chemistry calculation of ClTi as an isolated structure, from the Open Molecules 2025 dataset.

Properties
orbital gap (spin up / spin down) = 6.721 / 8.160 eV
⟨S²⟩ = 3.753
multiplicity = 4
LUMO (spin up / spin down) = -1.215 / -0.900 eV
relative energy (zero: lowest compared OMol25 entry of this formula, charge and spin) = 79.27 kJ/mol
highest occupied orbital energy (spin up / spin down) = -7.9363 / -9.0599 eV

Geometry (Å):
Ti: -0.708 0.981 -0.853
Cl: 0.708 -0.981 0.853

[3]
The following is a quantum chemistry calculation of a 2-piece molecular cluster, CH4FNS overall, from the Open Molecules 2025 dataset.

Properties
orbital gap (spin up / spin down) = 7.877 / 7.882 eV
LUMO (spin up / spin down) = -0.417 / -0.414 eV
relative energy (zero: lowest compared OMol25 entry of this formula, charge and spin) = 350.60 kJ/mol
highest occupied orbital energy (spin up / spin down) = -8.2944 / -8.2959 eV

Geometry (Å):
C: 0.888 0.142 0.990
N: -0.934 -0.119 -0.206
F: -0.499 -0.177 -2.869
S: -1.228 0.588 -1.494
H: 1.699 -0.450 0.507
H: 0.812 1.268 0.950
H: 0.614 -0.331 2.051
H: -1.351 -0.920 0.072

[4]
The following is a quantum chemistry calculation of one molecule with the formula C6H12O, from the Open Molecules 2025 dataset.

Properties
orbital gap (spin up / spin down) = 8.628 / 7.139 eV
LUMO (spin up / spin down) = 0.790 / 0.499 eV
relative energy (zero: lowest compared OMol25 entry of this formula, charge and spin) = 408.22 kJ/mol
highest occupied orbital energy (spin up / spin down) = -7.8377 / -6.6401 eV

Geometry (Å):
C: 1.839 -0.839 -0.038
C: 1.089 0.299 0.513
O: 1.101 0.565 1.850
C: 0.225 1.221 -0.236
C: -1.267 1.071 0.107
C: -1.688 -0.439 0.030
C: -1.044 -1.213 -1.037
H: 2.161 -0.612 -1.066
H: 1.142 -1.761 -0.126
H: 2.714 -1.114 0.565
H: 1.994 0.711 2.192
H: 0.504 2.257 0.026
H: 0.363 1.045 -1.311
H: -1.448 1.444 1.123
H: -1.847 1.688 -0.591
H: -2.778 -0.476 -0.089
H: -1.453 -0.850 1.035
H: -1.595 -1.535 -1.910
H: -0.012 -1.462 -1.036

[5]
The following is a quantum chemistry calculation of one molecule with the formula C4H8NO2, from the Open Molecules 2025 dataset.

Properties
orbital gap (spin up / spin down) = 11.132 / 6.892 eV
⟨S²⟩ = 0.757
multiplicity = 2
LUMO (spin up / spin down) = 0.858 / -3.313 eV
relative energy (zero: lowest compared OMol25 entry of this formula, charge and spin) = 103.43 kJ/mol
highest occupied orbital energy (spin up / spin down) = -10.2743 / -10.2054 eV

Geometry (Å):
O: 1.463 -1.376 -0.245
C: 1.242 -0.174 -0.457
O: 2.066 0.651 -0.732
C: -0.318 0.301 -0.439
C: -0.564 0.601 1.012
C: -2.061 0.824 1.394
N: -1.157 -0.823 -0.829
H: -0.543 1.110 -1.128
H: -0.141 1.512 1.239
H: -0.233 -0.107 1.650
H: -2.570 1.651 0.976
H: -2.652 -0.082 1.068
H: -2.049 1.010 2.575
H: -0.997 -1.683 -0.189
H: -0.739 -1.165 -1.637

[6]
The following is a quantum chemistry calculation of an isolated ion of composition H2N5O and charge +1, from the Open Molecules 2025 dataset.

Properties
orbital gap = 10.558 eV
charge = +1
LUMO = -6.550 eV
relative energy (zero: lowest compared OMol25 entry of this formula, charge and spin) = 290.73 kJ/mol
highest occupied orbital energy = -17.1087 eV

Geometry (Å):
N: 1.271 -0.384 0.658
N: 1.148 -0.758 -0.511
N: 0.320 0.264 1.123
N: -0.721 0.345 -0.095
N: -0.076 -0.336 -1.022
O: -0.440 -0.560 -2.115
H: 0.157 0.697 2.026
H: -1.660 0.731 -0.064

[7]
The following is a quantum chemistry calculation of one molecule with the formula C6H9NO, from the Open Molecules 2025 dataset.

Properties
orbital gap = 9.760 eV
LUMO = 0.913 eV
relative energy (zero: lowest compared OMol25 entry of this formula, charge and spin) = 397.78 kJ/mol
highest occupied orbital energy = -8.8472 eV

Geometry (Å):
C: 0.920 -0.593 1.336
C: 0.730 -0.308 -0.140
C: -0.302 -1.218 -0.867
C: -1.709 0.498 0.268
C: -0.863 1.504 0.187
C: 0.287 1.012 -0.662
H: 0.182 -1.254 1.809
H: 0.900 0.406 1.792
H: 1.922 -1.070 1.488
H: -0.338 -1.026 -1.996
H: -0.296 -2.308 -0.711
H: -2.643 0.544 0.847
H: -1.145 2.489 0.575
H: 0.008 1.005 -1.730
H: 2.146 0.464 -1.431
N: 1.757 0.634 -0.499
O: -1.555 -0.780 -0.266

[8]
The following is a quantum chemistry calculation of one molecule with the formula C22H33FN2O2S, from the Open Molecules 2025 dataset.

Properties
orbital gap = 7.261 eV
LUMO = -1.988 eV
highest occupied orbital energy = -9.2483 eV

Geometry (Å):
C: -3.389 3.388 5.134
C: -4.020 3.715 3.637
C: -4.557 2.388 2.836
C: -3.515 1.093 2.929
C: -3.847 -0.091 1.835
C: -2.499 -0.967 1.386
C: -3.032 -2.481 1.053
C: -1.899 -3.487 0.415
C: -1.160 -2.926 -0.936
C: -1.735 -3.531 -2.347
C: -1.344 -2.429 -3.540
C: 0.184 -2.616 -4.118
C: 1.134 -1.257 -3.905
C: 2.591 -1.632 -3.204
C: 2.960 -0.639 -1.919
C: 2.088 -0.698 -0.546
N: 2.273 0.155 0.678
C: 3.449 1.062 0.448
C: 3.856 2.081 1.706
C: 5.107 3.144 1.675
C: 6.030 3.181 0.317
C: 5.682 2.175 -0.954
S: 6.845 2.305 -2.442
O: 8.215 1.652 -2.017
O: 7.104 3.788 -2.885
F: 6.297 1.472 -3.836
C: 4.380 1.136 -0.882
N: 4.125 0.293 -2.099
H: -4.015 2.498 5.570
H: -2.254 3.118 5.039
H: -3.494 4.330 5.857
H: -4.880 4.519 3.822
H: -3.196 4.288 3.002
H: -4.757 2.724 1.712
H: -5.629 2.133 3.292
H: -2.426 1.540 2.841
H: -3.643 0.676 4.038
H: -4.665 -0.792 2.329
H: -4.360 0.448 0.910
H: -2.011 -0.407 0.475
H: -1.790 -0.950 2.345
H: -4.024 -2.426 0.401
H: -3.356 -2.960 2.097
H: -1.048 -3.648 1.234
H: -2.372 -4.550 0.229
H: -1.155 -1.751 -1.026
H: -0.023 -3.268 -0.861
H: -1.195 -4.557 -2.624
H: -2.888 -3.735 -2.318
H: -1.481 -1.326 -3.172
H: -2.152 -2.599 -4.394
H: 0.717 -3.578 -3.717
H: 0.082 -2.766 -5.296
H: 0.563 -0.399 -3.350
H: 1.368 -0.836 -4.997
H: 3.423 -1.486 -4.048
H: 2.661 -2.784 -2.912
H: 1.209 -1.504 -0.504
H: 3.200 2.024 2.699
H: 5.332 3.831 2.614
H: 6.937 3.919 0.297

[9]
The following is a quantum chemistry calculation of C35H32BiBrN6O8S as an isolated structure, from the Open Molecules 2025 dataset.

Properties
orbital gap = 7.490 eV
LUMO = -0.395 eV
relative energy (zero: lowest compared OMol25 entry of this formula, charge and spin) = 93.69 kJ/mol
highest occupied orbital energy = -7.8855 eV

Geometry (Å):
Bi: 0.003 0.683 0.342
O: 2.117 -2.946 -1.885
C: 1.489 -3.924 -1.214
C: 1.904 -5.238 -1.442
C: 1.301 -6.293 -0.793
C: 0.252 -6.061 0.091
C: -0.174 -4.772 0.321
C: 0.438 -3.684 -0.309
C: -0.041 -2.323 -0.042
O: 0.611 -1.310 -0.545
N: -1.143 -2.214 0.642
N: -1.573 -0.939 0.785
C: -2.803 -0.701 1.097
C: -3.396 0.599 1.061
C: -4.510 0.872 1.867
C: -5.183 2.064 1.780
C: -4.819 2.975 0.790
C: -3.769 2.712 -0.053
C: -2.975 1.556 0.091
O: -1.949 1.383 -0.686
H: 1.784 -2.089 -1.547
H: 2.707 -5.400 -2.143
H: 1.647 -7.300 -0.977
H: -0.238 -6.890 0.579
H: -0.986 -4.556 0.999
H: -3.452 -1.550 1.314
H: -4.810 0.136 2.599
H: -6.001 2.287 2.446
H: -5.367 3.898 0.683
H: -3.491 3.407 -0.832
N: -2.636 -1.713 5.269
C: -1.899 -0.726 5.834
O: -2.117 -0.293 6.941
C: -0.765 -0.244 4.975
C: 0.490 -0.033 5.546
C: 1.543 0.327 4.723
C: 1.303 0.478 3.365
N: 0.094 0.346 2.841
C: -0.922 0.004 3.618
H: -3.352 -2.146 5.830
H: -2.392 -2.133 4.388
H: 0.612 -0.153 6.613
H: 2.541 0.476 5.105
H: 2.096 0.710 2.668
H: -1.893 -0.051 3.145
C: -0.414 -3.574 -5.245
C: -0.137 -2.170 -4.807
C: 0.716 -1.345 -5.536
C: 1.051 -0.089 -5.066
C: 0.497 0.354 -3.879
C: -0.420 -0.409 -3.186
C: -0.717 -1.680 -3.642
S: 1.088 1.865 -3.159
O: 0.863 2.999 -4.005
O: 0.583 1.975 -1.799
N: 2.737 1.595 -3.149
C: 3.260 1.037 -1.912
C: 3.434 2.069 -0.800
C: 3.112 1.500 0.599
O: 3.514 2.093 1.590
O: 2.396 0.444 0.632
H: -0.349 -3.676 -6.326
H: -1.399 -3.897 -4.916
H: 0.323 -4.243 -4.798
H: 1.136 -1.699 -6.467
H: 1.739 0.548 -5.598
H: -0.881 -0.002 -2.303
H: -1.394 -2.307 -3.079
H: 3.240 2.406 -3.479
H: 4.199 0.520 -2.129
H: 2.528 0.294 -1.584
H: 2.706 2.871 -0.952
H: 4.430 2.512 -0.787
Br: 2.822 6.913 0.103
C: 1.721 5.459 0.607
C: 0.712 5.028 -0.240
C: -0.066 3.963 0.182
N: 0.127 3.335 1.335
C: 1.093 3.764 2.132
C: 1.914 4.839 1.829
H: 0.546 5.495 -1.197
H: -0.872 3.586 -0.428
H: 1.206 3.243 3.072
H: 2.685 5.156 2.512

[10]
The following is a quantum chemistry calculation of one molecule with the formula C6H8S2, from the Open Molecules 2025 dataset.

Properties
orbital gap = 9.064 eV
LUMO = 0.856 eV
relative energy (zero: lowest compared OMol25 entry of this formula, charge and spin) = 91.61 kJ/mol
highest occupied orbital energy = -8.2078 eV

Geometry (Å):
C: 1.169 -2.751 -0.724
C: 0.169 -0.510 0.384
C: 0.990 0.157 -0.465
C: 0.624 1.642 -0.324
C: -0.380 1.743 0.775
C: -0.738 0.336 1.265
H: 2.166 -2.327 -0.600
H: 0.786 -2.483 -1.706
H: 1.247 -3.856 -0.673
H: 1.494 -0.267 -1.325
H: 1.370 2.375 -0.504
H: -0.255 2.540 1.513
H: -0.535 0.145 2.325
H: -1.774 0.069 1.063
S: 0.036 -2.250 0.549
S: -1.004 2.257 -0.897

[11]
The following is a quantum chemistry calculation of a 2-piece molecular cluster, C40H47BIN5O3S overall, from the Open Molecules 2025 dataset.

Properties
orbital gap = 8.163 eV
LUMO = 0.436 eV
highest occupied orbital energy = -7.7272 eV

Geometry (Å):
C: -5.586 -1.664 -3.906
C: -5.177 -0.200 -4.121
C: -4.214 0.025 -5.296
O: -2.959 0.591 -4.945
C: -2.251 -0.074 -3.974
C: -2.148 -1.456 -3.996
C: -1.442 -2.079 -2.988
C: -0.817 -1.327 -2.010
C: -0.842 0.078 -1.988
C: -1.611 0.707 -3.000
C: -1.828 2.172 -3.168
C: -0.938 2.994 -3.836
C: -1.296 4.317 -4.008
C: -2.493 4.799 -3.521
N: -3.364 4.020 -2.879
C: -3.017 2.751 -2.738
N: -0.116 0.813 -0.976
C: 1.362 0.799 -1.145
C: 1.854 1.041 -2.553
C: 3.384 1.149 -2.547
N: 3.952 0.558 -3.762
C: 5.424 0.480 -3.724
C: 5.849 -0.809 -3.061
C: 5.912 -1.962 -3.838
C: 6.242 -3.183 -3.275
C: 6.525 -3.260 -1.918
C: 6.494 -2.112 -1.141
C: 6.166 -0.887 -1.705
O: 6.156 0.200 -0.868
C: -0.383 0.342 0.376
C: -0.351 -1.040 0.603
C: -0.576 -1.588 1.849
C: -0.804 -0.748 2.932
B: -1.040 -1.481 4.323
N: -2.272 -1.304 5.025
O: -0.047 -2.299 4.875
C: -0.773 0.644 2.757
C: -0.926 1.461 4.017
C: 0.337 1.365 4.920
C: -0.564 1.217 1.479
C: -0.501 2.730 1.433
I: 1.449 3.345 2.171
C: -0.837 3.482 0.166
C: -0.949 4.984 0.398
S: 0.038 -2.155 -0.713
H: -5.168 -2.074 -2.992
H: -6.665 -1.752 -3.807
H: -5.299 -2.296 -4.742
H: -6.084 0.355 -4.342
H: -4.786 0.228 -3.207
H: -4.099 -0.911 -5.842
H: -4.650 0.728 -5.996
H: -2.613 -2.043 -4.767
H: -1.377 -3.155 -2.954
H: -0.026 2.602 -4.245
H: -0.639 4.987 -4.544
H: -2.757 5.835 -3.662
H: -3.733 2.111 -2.241
H: 1.739 1.615 -0.522
H: 1.813 -0.104 -0.740
H: 1.581 0.220 -3.212
H: 1.458 1.991 -2.888
H: 3.809 0.702 -1.653
H: 3.639 2.217 -2.512
H: 3.695 1.168 -4.529
H: 5.861 1.352 -3.224
H: 5.749 0.465 -4.758
H: 5.694 -1.928 -4.893
H: 6.286 -4.082 -3.870
H: 6.767 -4.191 -1.434
H: 6.725 -2.162 -0.089
H: 6.346 0.987 -1.386
H: -0.574 -2.658 1.991
H: -2.439 -2.005 5.745
H: -3.071 -1.256 4.406
H: -0.242 -3.203 4.610
H: -1.772 1.109 4.587
H: -1.111 2.511 3.823
H: 1.136 0.811 4.443
H: 0.688 2.349 5.203
H: 0.060 0.860 5.844
H: -1.199 3.084 2.182
H: -1.745 3.052 -0.234
H: -0.056 3.304 -0.562
H: -1.926 5.233 0.811
H: -0.203 5.332 1.105
H: -0.783 5.536 -0.516
N: -2.026 -3.470 7.625
C: -0.840 -2.897 7.826
C: 0.083 -3.346 8.757
C: -0.246 -4.449 9.528
C: -1.477 -5.056 9.334
C: -2.326 -4.532 8.373
H: -0.629 -2.039 7.203
H: 1.034 -2.844 8.871
H: 0.446 -4.831 10.267
H: -1.773 -5.919 9.914
H: -3.296 -4.979 8.187

[12]
The following is a quantum chemistry calculation of H6Li2O7S as an isolated structure, from the Open Molecules 2025 dataset.

Properties
orbital gap = 5.446 eV
LUMO = -1.503 eV
highest occupied orbital energy = -6.9491 eV

Geometry (Å):
Li: -0.642 -0.235 -0.128
Li: 1.834 -0.375 -1.508
S: 1.943 0.405 1.458
O: 1.749 -0.749 2.345
O: 1.316 1.638 1.939
O: 3.324 0.578 0.969
O: 1.153 0.068 0.164
O: -1.261 1.466 -0.916
H: -0.806 2.313 -0.892
H: -1.892 1.516 -1.638
O: -0.123 -0.986 -1.931
H: 0.144 -1.912 -1.856
H: -0.615 -0.940 -2.758
O: -1.817 -0.831 1.286
H: -2.276 -0.236 1.883
H: -2.031 -1.719 1.581

Table of E (a.u.), in record order: -418.26563; -1309.54149; -593.17128; -310.90379; -362.35386; -349.70862; -363.87274; -1615.43099; -5470.27812; -1029.75618; -2772.72742; -943.64621